(1)
This record from the Open Molecules 2025 dataset describes a molecular structure, C23H53Br2N7O15S2Y in a non-equilibrium geometry. The level of theory is ωB97M-V/def2-TZVPD.

LUMO level, eV: 1.7656
Total charge: -1
HOMO, eV: -6.19
Orbital gap, eV: 7.95
Multiplicity: 1

XYZ file:
```
103
C23H53Br2N7O15S2Y (ωB97M-V/def2-TZVPD)
H 3.7990 3.0188 -0.3624
C 4.0941 -1.5918 -3.6151
C -2.6261 -1.1248 3.2279
C 1.4586 4.0140 3.5633
H 2.8123 5.3643 0.0066
H 0.7344 0.0050 -3.1415
H 3.5496 -0.9041 -4.2755
Br -5.4043 -2.6034 0.0493
Y -0.9174 1.9813 -0.0038
H 3.0158 3.1167 -1.9598
H 1.4266 -4.5518 1.1686
N 2.1331 1.9855 2.4507
H 5.0418 -1.6278 -4.1308
N -2.0710 1.0947 -4.3272
C 1.1721 -5.1648 -2.0053
C -3.9996 -0.9722 -1.9594
O -4.5385 3.6610 0.7480
C 4.8816 0.1148 -0.4092
H -0.2302 -0.9259 -4.3695
H 1.8897 1.2973 1.6839
C -2.3708 1.3155 3.1189
H -0.1875 -3.5332 -2.5948
H 3.5067 -2.5058 -3.8145
H -0.4094 -2.8951 1.9288
H 3.4050 0.6982 3.5077
O -3.9148 3.7898 -1.5960
H 5.7880 0.4108 0.0496
N 1.5218 -4.4227 -0.9149
O -0.8483 -0.4111 -0.3739
O 5.7565 0.2727 -2.6956
H -1.2849 -3.4169 4.4522
H -4.0839 1.6877 -4.4657
H -0.7904 5.3123 -0.2836
H 1.2179 -3.4410 -0.8181
H -1.6060 -1.1994 2.8750
C -0.4150 -3.7603 3.8483
H 0.4710 6.3925 -1.1536
H -3.4396 0.2800 4.5116
O -2.1952 4.0193 0.1088
H 4.3833 4.2401 -1.5988
C 1.3030 3.0665 2.4200
S -3.5560 3.3459 -0.2873
N 4.2158 -1.3060 -2.2523
Br -3.2860 -2.6995 -2.6046
N 2.5269 4.7368 -0.7368
H -1.9122 3.0828 4.2161
O -1.5739 1.2629 2.1924
O 1.2523 -1.5212 -0.6913
H 3.3324 -1.4814 -1.7056
H 2.4981 4.2190 3.8868
O 0.4491 3.2845 1.5570
H -0.1954 -4.9352 -3.7095
C 1.9124 -5.0337 0.3155
C -1.1809 0.8939 -3.3624
H 3.0252 -4.9565 0.4661
O 0.2618 -1.2043 1.5798
H -2.8903 3.0070 -4.8690
H 0.4546 6.1537 0.6648
H -3.3097 -1.3119 0.0177
H 3.8898 2.4359 3.4514
H 1.2227 -3.8415 -3.6362
O -2.2727 -5.4391 2.5137
O 1.1322 0.6431 0.3129
S 0.4790 -0.6963 0.2257
H -3.3186 2.2766 4.7083
H -3.2232 -0.2327 -2.1453
C -3.1257 2.1338 -4.2486
H -1.5689 -3.3224 0.0571
H -3.3527 3.2220 3.1968
H -3.2334 2.5051 -3.2246
C 3.0701 1.7247 3.4521
O -1.0656 1.6604 -2.4118
H -4.6577 -0.1590 -0.0896
C 1.1568 4.4804 -0.7402
H -4.9289 -0.8404 -2.5351
H 0.4057 -3.0801 4.0180
C 3.5539 3.7069 -1.2131
H -1.0866 -4.9992 -0.0804
H 0.8805 3.7059 4.4210
C 5.0248 -0.2368 -1.8955
C -2.7606 2.5540 3.8061
C -0.2277 -0.3558 -3.4253
H -0.6073 -0.9253 -2.6035
O 0.7023 3.4149 -1.1108
C -1.8425 -4.3352 0.3578
C 0.4478 -4.3023 -3.0607
O -3.2925 1.9070 -0.3949
H -0.2331 -4.8254 4.2009
C 0.2457 5.6784 -0.3352
H 2.5094 1.8865 4.3881
H 1.0355 4.9985 3.2820
N -0.7759 -3.6932 2.4374
H 4.1265 0.8687 -0.2204
H -2.8285 -4.6406 0.0418
C -1.7145 -4.5318 1.9237
H -3.2458 -1.3152 2.3505
H -2.8269 -1.8229 4.0301
H 1.7906 -6.1207 0.2744
H -2.2941 0.2799 -4.8665
H 4.5250 -0.7549 0.1673
O 1.4014 -6.3388 -2.1428
N -2.8778 0.2117 3.7015
C -4.2919 -1.1079 -0.4658
```



(2)
This record from the Open Molecules 2025 dataset describes a gas-phase ion, C4H7IN (charge +1) in a non-equilibrium geometry. The level of theory is ωB97M-V/def2-TZVPD.

Energy above the lowest of the compared OMol25 structures with the same formula, charge and spin, eV: 3.559
LUMO level (alpha / beta), eV: -3.2172 / -8.0888
Total charge: +1
HOMO (alpha / beta), eV: -9.99 / -14.66
Orbital gap (alpha / beta), eV: 6.77 / 6.57
Multiplicity: 3

XYZ file:
```
13
C4H7IN (ωB97M-V/def2-TZVPD)
H 0.1835 2.0417 -0.4831
H 2.2384 0.1055 0.2899
N 0.1619 0.0410 -0.0460
C -0.4760 1.2292 -0.5185
H 0.9629 -1.3378 -1.4504
H 1.5483 -0.7467 1.5073
H -0.8212 1.2095 -1.4674
C 1.3905 -0.3750 0.5667
C -1.3503 0.6176 0.5749
H -1.3130 0.9024 1.5810
C 0.5855 -1.2898 -0.3483
H -0.0441 -2.1834 -0.0334
I -3.0665 -0.2142 -0.1727
```



Record order is preserved below.
Molar mass: 980.56 196.01 u